(1)
Computed, not measured: a structure of composition C19H16Cl2N4NiO4S2, with ωB97M-V/def2-TZVPD.

```
48
Properties=species:S:1:pos:R:3:forces:R:3
Ni -0.01908 -0.84138 -0.40577 0.034 0.380 0.393
Cl 4.57387 -2.48486 0.32695 0.000 0.002 -0.001
C 3.49175 -1.71051 1.43022 -0.082 0.025 -0.035
C 3.90641 -1.48944 2.75477 -0.066 0.041 0.029
C 3.09405 -0.87322 3.66717 0.054 -0.035 -0.053
Cl 3.65590 -0.61384 5.29299 -0.003 -0.002 -0.005
C 1.80099 -0.43927 3.29407 -0.014 -0.005 -0.019
C 0.87156 0.21929 4.12824 -0.024 0.017 -0.020
C -0.34220 0.60095 3.62450 0.046 -0.005 -0.002
C -0.65774 0.32343 2.28283 0.034 -0.010 -0.062
N 0.18234 -0.30082 1.49226 0.085 -0.273 -0.378
C 1.40320 -0.67873 1.96633 0.108 -0.129 -0.246
C 2.23529 -1.32186 0.98586 -0.263 0.127 0.083
O 1.77221 -1.47777 -0.21929 -0.472 0.192 0.017
H 4.89445 -1.81594 3.04890 -0.001 0.000 -0.001
H 1.13447 0.42130 5.15787 -0.004 -0.005 -0.001
H -1.06556 1.11376 4.24262 0.001 -0.004 -0.006
H -1.59772 0.61727 1.83725 -0.033 -0.008 -0.010
C -2.49231 -1.91616 -4.45290 -0.003 0.051 0.022
N -2.16672 -0.56705 -4.01284 -0.017 0.021 0.046
C -2.91481 0.56110 -4.27077 0.054 0.020 -0.027
C -2.31827 1.58975 -3.64626 -0.008 -0.018 0.012
N -1.20123 1.08008 -2.99540 -0.086 -0.041 0.006
C -1.13775 -0.26774 -3.20095 -0.035 -0.035 0.005
S -0.01998 -1.41567 -2.63249 0.108 0.005 0.308
C -0.23331 1.89892 -2.35698 0.221 0.038 0.113
C 0.01708 3.16440 -2.87648 -0.017 -0.023 -0.031
C 0.96436 3.94732 -2.24456 0.008 0.038 -0.016
C 1.64193 3.44031 -1.14721 0.020 -0.007 0.013
C 1.33352 2.15971 -0.72610 -0.079 -0.032 -0.039
N 0.40089 1.40771 -1.30831 -0.080 0.155 -0.085
H -3.30349 -1.84395 -5.17303 -0.004 -0.011 0.014
H -2.80160 -2.50128 -3.59112 -0.003 -0.034 0.048
H -1.62141 -2.36616 -4.92259 -0.014 -0.014 0.005
H -3.81321 0.52487 -4.85870 -0.005 -0.005 0.002
H -2.60149 2.62237 -3.56765 -0.003 -0.007 0.004
H -0.49123 3.50756 -3.76565 0.004 0.019 -0.002
H 1.18583 4.93688 -2.62145 0.000 0.004 -0.001
H 2.39930 4.01652 -0.63576 0.007 0.003 0.003
H 1.84683 1.70807 0.11549 -0.008 -0.019 0.010
C -4.00719 -1.02139 0.97500 0.046 -0.011 -0.001
S -2.83867 -1.40555 -0.30049 0.141 -0.391 0.024
O -3.61234 -1.59334 -1.50755 -0.013 0.046 -0.087
O -2.04339 -2.53386 0.15110 -0.350 0.213 -0.006
O -1.96645 -0.17813 -0.38472 0.719 -0.263 -0.044
H -4.66153 -1.88353 1.07711 -0.017 0.001 0.006
H -4.57921 -0.14370 0.68281 0.023 -0.003 -0.013
H -3.46900 -0.84908 1.90369 -0.011 -0.010 0.026
```
Forces are in eV/Å.

LUMO (spin up / spin down) = -0.005 / -0.005 Ha
Largest force on an atom = 0.8 eV/Å
Molar mass = 558.09 g/mol
HOMO energy (spin up / spin down) = -0.2761 / -0.2761 hartree

Charge distribution, Mulliken scheme, values in e: atom 1 (Ni): 0.298, atom 2 (Cl): -0.216, atom 3 (C): 0.336, atom 4 (C): -0.650, atom 5 (C): 0.647, atom 6 (Cl): -0.269, atom 7 (C): -0.086, atom 8 (C): -0.761, atom 9 (C): -1.137, atom 10 (C): -0.312, atom 11 (N): -0.081, atom 12 (C): 0.688, atom 13 (C): 0.230, atom 14 (O): -0.713, atom 15 (H): 0.448, atom 16 (H): 0.418, atom 17 (H): 0.423, atom 18 (H): 0.899, atom 19 (C): -0.891, atom 20 (N): 0.197, atom 21 (C): -0.546, atom 22 (C): -0.487, atom 23 (N): 0.457, atom 24 (C): 0.120, atom 25 (S): -0.404, atom 26 (C): 0.433, atom 27 (C): -0.885, atom 28 (C): -0.499, atom 29 (C): -0.825, atom 30 (C): -0.183, atom 31 (N): 0.340, atom 32 (H): 0.347, atom 33 (H): 0.338, atom 34 (H): 0.346, atom 35 (H): 0.454, atom 36 (H): 0.528, atom 37 (H): 0.515, atom 38 (H): 0.414, atom 39 (H): 0.419, atom 40 (H): 0.320, atom 41 (C): -1.144, atom 42 (S): 1.247, atom 43 (O): -0.637, atom 44 (O): -0.668, atom 45 (O): -0.513, atom 46 (H): 0.391, atom 47 (H): 0.314, atom 48 (H): 0.338

***

(2)
Computed, not measured: a structure of composition C12H11N4O3STc, with ωB97M-V/def2-TZVPD.

```
32
Properties=species:S:1:pos:R:3:forces:R:3
Tc -1.35392 -0.17282 0.41478 -0.573 -0.253 -1.154
N -0.06288 -2.76826 -2.40587 0.016 -1.515 -0.824
C -0.35125 -1.65635 -1.77511 -1.502 0.961 -0.066
S -2.07138 -1.11005 -1.64793 0.722 0.092 0.251
N 0.63284 -0.95144 -1.32098 0.203 1.941 0.770
N 0.13600 0.23254 -0.71186 1.511 1.256 -0.904
C 0.70949 1.41874 -1.01290 -2.070 -3.243 0.278
C 0.24838 2.66548 -0.60521 0.714 0.503 0.691
C 1.15252 3.77157 -0.80285 -0.042 -2.623 -0.623
C 0.78927 4.99132 -0.38982 -0.811 1.626 0.677
C -0.47010 5.09949 0.27754 0.722 -2.253 -1.251
C -1.35079 4.04212 0.49537 0.165 2.160 0.636
C -0.98407 2.80407 0.09112 -0.230 -2.368 -0.515
O -1.81376 1.74789 0.29707 1.067 -0.146 0.122
H -0.65770 -3.57755 -2.26612 -0.084 0.263 -0.275
H 0.92223 -2.95851 -2.47255 0.211 -0.162 -0.131
H 1.43823 1.21465 -1.75447 1.205 0.527 -0.438
H 2.10594 3.44806 -1.26464 -0.567 0.912 0.193
H 1.40905 5.87735 -0.57821 -0.331 -0.448 0.294
H -0.85339 5.99268 0.58364 -0.440 2.635 0.776
H -2.27439 4.26935 1.03032 0.197 -0.430 -0.277
O 0.05669 -0.59747 1.91340 0.208 -0.687 0.751
C 0.03171 -1.87243 1.68973 0.039 2.182 0.588
C 0.94222 -2.91856 2.17507 -0.293 0.743 0.687
C 0.42776 -4.08175 1.34128 1.576 -1.724 -0.422
C -0.68234 -3.56087 0.46106 -1.322 -1.258 0.078
O -1.31811 -4.17857 -0.36569 0.712 0.621 0.784
N -0.89163 -2.23740 0.84229 -0.795 0.646 -0.310
H 0.80408 -2.96404 3.27972 0.311 -0.291 -0.711
H 1.93875 -2.52247 1.94237 0.059 -0.589 0.212
H 0.16354 -5.01072 1.88282 -0.222 0.719 -0.137
H 1.22702 -4.43607 0.65660 -0.356 0.203 0.251
```
Forces are in eV/Å.

LUMO (spin up / spin down) = -0.170 / -0.213 Ha
Multiplicity = 4
Largest force on an atom = 3.9 eV/Å
Net charge = +1
Molar mass = 389.31 g/mol
HOMO energy (spin up / spin down) = -0.4366 / -0.4542 hartree

Charge distribution, Mulliken scheme, values in e: atom 1 (Tc): 0.607, atom 2 (N): -0.350, atom 3 (C): 0.380, atom 4 (S): -0.120, atom 5 (N): -0.975, atom 6 (N): 0.728, atom 7 (C): -0.227, atom 8 (C): 0.094, atom 9 (C): -0.543, atom 10 (C): -0.768, atom 11 (C): -0.333, atom 12 (C): -0.558, atom 13 (C): 1.022, atom 14 (O): -0.757, atom 15 (H): 0.306, atom 16 (H): 0.277, atom 17 (H): 0.543, atom 18 (H): 0.370, atom 19 (H): 0.402, atom 20 (H): 0.477, atom 21 (H): 0.422, atom 22 (O): -0.698, atom 23 (C): 0.807, atom 24 (C): -0.396, atom 25 (C): -0.466, atom 26 (C): 0.282, atom 27 (O): -0.611, atom 28 (N): -0.140, atom 29 (H): 0.307, atom 30 (H): 0.331, atom 31 (H): 0.364, atom 32 (H): 0.221

***

(3)
Computed, not measured: a cluster of 3 separate species, C2H9NO2 in total, with ωB97M-V/def2-TZVPD.

```
14
Properties=species:S:1:pos:R:3:forces:R:3
C -0.60813 1.03456 1.59814 -0.493 -0.407 -0.041
C -0.54644 -0.28045 1.84193 0.467 -0.217 0.241
N -1.48353 -1.24063 1.55683 -0.535 0.109 0.209
H -1.57180 1.50269 1.43272 0.083 0.091 -0.515
H 0.30568 1.57857 1.43438 0.011 0.314 0.757
H 0.32879 -0.70053 2.33237 0.304 -0.013 -0.635
H -2.42017 -0.94559 1.32852 0.054 -0.082 -0.015
H -1.39678 -2.16084 1.95146 -0.035 0.172 0.159
H 1.51070 -1.67231 -2.79778 -0.019 0.026 0.144
H 1.25865 -0.20437 -2.35644 0.113 0.084 0.052
O 1.49605 -0.76420 -3.10640 -0.017 -0.029 -0.261
H 0.00056 0.81213 -0.77742 0.132 -0.135 0.265
H 0.53944 2.16491 -1.11594 0.288 -0.022 -0.163
O 0.82194 1.24440 -1.04755 -0.354 0.108 -0.198
```
Forces are in eV/Å.

LUMO = 0.028 Ha
SMILES string = C=CN.O.O
Relative energy (zero: lowest compared OMol25 entry of this formula, charge and spin) = 12.8 kcal/mol
Largest force on an atom = 0.8 eV/Å
Molar mass = 79.10 g/mol
HOMO energy = -0.3083 hartree

Charge distribution, Mulliken scheme, values in e: atom 1 (C): -1.085, atom 2 (C): 0.204, atom 3 (N): -0.416, atom 4 (H): 0.271, atom 5 (H): 0.357, atom 6 (H): 0.284, atom 7 (H): 0.197, atom 8 (H): 0.200, atom 9 (H): 0.309, atom 10 (H): 0.359, atom 11 (O): -0.643, atom 12 (H): 0.363, atom 13 (H): 0.325, atom 14 (O): -0.723

***

(4)
Computed, not measured: a structure of composition C23H28Cl3N2O2PdS4, with ωB97M-V/def2-TZVPD.

```
63
Properties=species:S:1:pos:R:3:forces:R:3
Pd -0.07093 0.85274 0.71818 0.627 -0.356 0.069
C 3.60403 -1.68161 0.89341 -0.070 0.032 0.042
C 3.75728 -0.18470 0.64057 0.001 0.004 -0.244
S 2.39403 1.05084 0.58665 -0.199 0.424 0.398
C 2.38440 1.68653 2.27823 -0.077 -0.031 0.087
C 1.89098 0.68042 3.30758 0.008 -0.006 0.183
S 0.37219 -0.23323 2.85777 -0.235 0.136 -0.532
C 0.80071 -1.87017 2.17543 0.074 -0.050 -0.031
C 1.83989 -2.72276 2.87143 -0.057 0.055 -0.015
S 3.55690 -2.17127 2.64038 0.022 -0.141 -0.062
H 4.50088 -2.14623 0.48140 0.019 0.000 0.041
H 2.77413 -2.11101 0.33683 0.000 -0.033 0.007
H 4.20883 -0.05283 -0.34381 -0.024 -0.006 -0.007
H 4.45153 0.24596 1.36397 -0.006 0.032 -0.020
H 1.72024 2.55250 2.22540 0.011 -0.032 0.019
H 3.37162 2.05615 2.56132 0.053 -0.076 -0.073
H 1.63563 1.20412 4.22986 -0.049 -0.032 0.006
H 2.65136 -0.05801 3.54640 0.022 0.029 -0.018
H 1.05425 -1.74991 1.12683 -0.066 0.023 0.012
H -0.16943 -2.37158 2.20080 0.013 -0.034 0.049
H 1.73188 -3.74177 2.49675 0.063 0.003 -0.002
H 1.68550 -2.76148 3.95060 0.008 0.048 0.003
Cl -1.43894 6.67060 -1.95152 0.011 0.009 0.003
C -2.62585 5.58382 -1.31340 0.030 0.011 0.000
C -2.51537 5.13816 -0.00758 -0.021 0.017 -0.083
C -3.46543 4.25394 0.47148 -0.009 -0.056 0.016
C -4.51651 3.79618 -0.31808 0.013 0.063 0.037
C -5.45960 2.76677 0.25829 -0.001 -0.100 -0.026
C -5.33225 1.39127 -0.42262 -0.089 0.012 -0.016
N -4.15678 0.70783 0.09309 0.142 -0.017 0.012
C -4.12280 -0.19698 1.12660 0.005 -0.035 0.019
C -2.80916 -0.42212 1.38524 -0.012 -0.197 -0.014
N -2.04634 0.32898 0.51829 -0.276 0.568 0.486
C -2.89747 1.01636 -0.22716 0.189 -0.118 -0.164
O -6.81376 3.16997 0.22746 0.053 0.082 -0.098
C -7.34047 3.44409 1.52399 -0.014 0.021 0.029
C -7.40603 2.19178 2.34716 0.078 -0.004 0.105
C -6.57043 1.86103 3.37370 -0.012 0.081 -0.014
Cl -5.29844 2.82604 4.01954 -0.016 -0.033 0.003
S -6.88560 0.30854 4.03430 -0.027 0.029 -0.045
C -8.16137 0.06414 2.91238 0.020 0.014 -0.003
C -8.32588 1.13133 2.09064 -0.016 -0.068 -0.003
C -4.60061 4.28262 -1.62136 -0.039 -0.029 -0.046
Cl -5.88282 3.77318 -2.67527 0.011 0.030 -0.016
C -3.66759 5.17188 -2.12907 0.004 -0.042 0.079
H -1.69952 5.47378 0.61496 0.021 0.012 0.008
H -3.38373 3.88898 1.48910 -0.008 0.007 0.013
H -5.13741 2.60975 1.29185 -0.080 -0.006 0.007
H -5.24078 1.45858 -1.50371 -0.086 0.074 -0.007
H -6.21274 0.79640 -0.18545 0.028 -0.003 0.032
H -5.02329 -0.58892 1.56655 -0.003 -0.022 0.031
H -2.37224 -1.09671 2.09943 -0.007 0.049 0.073
H -2.61030 1.73134 -0.97803 0.053 0.035 0.008
H -8.33908 3.84322 1.35259 0.012 -0.014 0.004
H -6.74657 4.21376 2.02604 0.002 -0.027 -0.005
H -8.73554 -0.84660 2.93681 -0.012 -0.035 0.014
H -9.08229 1.18242 1.32126 -0.024 0.000 -0.023
H -3.75048 5.53120 -3.14407 -0.004 0.006 -0.011
C 0.50670 2.84711 -1.37276 0.058 0.034 0.096
O -0.47918 2.18028 -0.63136 -0.175 -0.360 -0.289
H 1.30277 2.18456 -1.71918 0.019 0.005 -0.088
H 0.95901 3.66580 -0.79666 0.062 -0.026 -0.076
H 0.03044 3.27335 -2.26108 -0.015 0.046 0.043
```
Forces are in eV/Å.

LUMO = -0.137 Ha
Relative energy (zero: lowest compared OMol25 entry of this formula, charge and spin) = 0.0 kcal/mol
Largest force on an atom = 0.8 eV/Å
Net charge = +1
Molar mass = 705.54 g/mol
HOMO energy = -0.4115 hartree

Charge distribution, Mulliken scheme, values in e: atom 1 (Pd): 0.564, atom 2 (C): -0.751, atom 3 (C): -0.751, atom 4 (S): 0.062, atom 5 (C): -0.875, atom 6 (C): -0.444, atom 7 (S): -0.123, atom 8 (C): -0.344, atom 9 (C): -0.896, atom 10 (S): -0.135, atom 11 (H): 0.449, atom 12 (H): 0.406, atom 13 (H): 0.483, atom 14 (H): 0.378, atom 15 (H): 0.313, atom 16 (H): 0.601, atom 17 (H): 0.489, atom 18 (H): 0.200, atom 19 (H): 0.294, atom 20 (H): 0.484, atom 21 (H): 0.501, atom 22 (H): 0.361, atom 23 (Cl): -0.203, atom 24 (C): 0.404, atom 25 (C): -0.995, atom 26 (C): 0.358, atom 27 (C): -0.763, atom 28 (C): 1.206, atom 29 (C): -1.120, atom 30 (N): 0.339, atom 31 (C): -0.403, atom 32 (C): -0.930, atom 33 (N): 0.084, atom 34 (C): -0.342, atom 35 (O): -0.424, atom 36 (C): -0.839, atom 37 (C): 0.223, atom 38 (C): 0.665, atom 39 (Cl): -0.200, atom 40 (S): -0.163, atom 41 (C): -0.382, atom 42 (C): -0.744, atom 43 (C): 0.658, atom 44 (Cl): -0.179, atom 45 (C): -0.905, atom 46 (H): 0.442, atom 47 (H): 0.424, atom 48 (H): -0.413, atom 49 (H): 0.396, atom 50 (H): 0.348, atom 51 (H): 0.419, atom 52 (H): 0.435, atom 53 (H): 0.633, atom 54 (H): 0.482, atom 55 (H): 0.348, atom 56 (H): 0.452, atom 57 (H): 0.442, atom 58 (H): 0.479, atom 59 (C): -0.906, atom 60 (O): -0.511, atom 61 (H): 0.349, atom 62 (H): 0.314, atom 63 (H): 0.258

***

(5)
Computed, not measured: a cluster of 2 separate species, C6H17N3 in total, with ωB97M-V/def2-TZVPD.

```
26
Properties=species:S:1:pos:R:3:forces:R:3
C 1.09704 0.29846 0.42465 -2.174 0.185 -0.272
C -0.04880 -0.72688 -2.19765 -0.904 0.166 -0.864
C 0.76119 0.56202 1.89427 0.259 0.050 -0.005
C 2.02409 -0.90666 0.32010 -0.168 0.010 -0.127
C 1.73593 1.53412 -0.19981 -0.225 -0.121 0.018
C -3.21206 -0.54992 0.61607 0.086 0.186 0.046
N -1.52826 0.37027 -0.74937 -2.463 0.543 -0.890
N -0.94250 0.21798 -1.94081 1.785 -0.391 1.393
N -2.10585 -0.82590 -0.28132 0.897 -0.138 -0.386
H -0.07928 0.24454 -0.04123 3.091 -0.227 0.934
H -0.81025 1.11884 -2.38887 0.030 -0.085 -0.011
H -1.39345 -1.40442 0.16231 -0.062 -0.086 0.209
H 0.63009 -0.58077 -3.01880 -0.121 -0.019 -0.276
H -0.16504 -1.69555 -1.74944 0.038 -0.031 0.259
H 1.66722 0.79191 2.46377 0.032 0.034 0.060
H 2.34485 -1.08633 -0.70513 -0.098 -0.100 -0.097
H 2.03550 1.33750 -1.22887 0.096 0.011 -0.084
H 0.07486 1.40304 1.99437 -0.034 0.032 0.017
H 0.30116 -0.31103 2.35961 -0.061 -0.043 0.001
H 2.94027 -0.74423 0.89699 -0.033 0.111 0.145
H 1.55597 -1.81085 0.71364 -0.003 -0.061 -0.075
H 2.61855 1.84900 0.36439 0.054 -0.012 -0.014
H 1.03331 2.36878 -0.21106 -0.016 0.068 0.030
H -3.62320 -1.49942 0.95670 0.002 -0.011 0.005
H -3.97453 -0.01068 0.05770 -0.044 -0.032 0.016
H -2.93680 0.05615 1.48778 0.035 -0.037 -0.032
```
Forces are in eV/Å.

LUMO = 0.028 Ha
Relative energy (zero: lowest compared OMol25 entry of this formula, charge and spin) = 101.9 kcal/mol
Largest force on an atom = 3.2 eV/Å
Molar mass = 131.22 g/mol
HOMO energy = -0.2709 hartree

Charge distribution, Mulliken scheme, values in e: atom 1 (C): 2.163, atom 2 (C): -0.700, atom 3 (C): -1.678, atom 4 (C): -1.579, atom 5 (C): -1.731, atom 6 (C): -0.732, atom 7 (N): -0.768, atom 8 (N): 0.205, atom 9 (N): -0.137, atom 10 (H): -0.650, atom 11 (H): 0.334, atom 12 (H): 0.247, atom 13 (H): 0.390, atom 14 (H): 0.330, atom 15 (H): 0.431, atom 16 (H): 0.351, atom 17 (H): 0.344, atom 18 (H): 0.358, atom 19 (H): 0.352, atom 20 (H): 0.432, atom 21 (H): 0.343, atom 22 (H): 0.424, atom 23 (H): 0.388, atom 24 (H): 0.346, atom 25 (H): 0.241, atom 26 (H): 0.296

***

> The highest molar mass belongs to which entry?

C23H28Cl3N2O2PdS4

***

> largest force on an atom of number 5 (C6H17N3)?

3.2 eV/Å

***

> Among the records above, which one has the highest largest force on an atom?

C12H11N4O3STc